1.
{"formula": "C3H11N3O", "method": "wB97M-V/def2-TZVPD", "symbols": ["C", "N", "O", "H", "H", "H", "H", "H", "N", "N", "C", "C", "H", "H", "H", "H", "H", "H"], "positions_angstrom": [[0.199, -1.923, 0.367], [1.127, -1.317, 1.094], [0.665, -2.788, -0.609], [1.631, -2.751, -0.561], [1.047, 0.180, 0.354], [0.787, -1.065, 2.018], [-0.701, -2.333, 0.839], [-0.430, -0.862, -0.478], [-1.882, 0.805, -0.456], [0.240, 2.160, 0.565], [-0.620, 0.420, -0.922], [0.570, 1.049, -0.315], [-2.671, 0.296, -0.825], [-1.922, 1.542, 0.235], [0.549, 1.973, 1.511], [0.646, 3.035, 0.255], [-0.566, 0.297, -2.005], [1.330, 1.281, -1.067]], "mol_weight_g_mol": 105.14, "fmax_ev_per_a": 2.51, "lumo_energy_ev": 1.0, "e_above_lowest_kcal_mol": 82.2}

---

2.
{"formula": "C3H11N3O", "method": "wB97M-V/def2-TZVPD", "symbols": ["C", "C", "N", "H", "H", "H", "H", "H", "H", "H", "C", "N", "N", "O", "H", "H", "H", "H"], "positions_angstrom": [[0.472, 0.969, -0.956], [-0.210, 2.142, -0.275], [1.835, 1.277, -1.335], [2.391, 1.505, -0.513], [2.263, 0.464, -1.774], [-0.093, 0.667, -1.842], [0.473, 0.114, -0.180], [-1.238, 1.872, -0.008], [-0.247, 3.013, -0.936], [0.307, 2.420, 0.650], [-1.318, -1.486, 1.586], [-0.148, -1.685, 0.753], [-0.466, -1.968, -0.595], [0.442, -2.584, -1.123], [0.421, -2.461, 1.084], [-2.040, -2.309, 1.517], [-1.826, -0.554, 1.310], [-1.019, -1.397, 2.636]], "smiles": "CNN=O.CCN", "mol_weight_g_mol": 105.14, "fmax_ev_per_a": 2.20, "lumo_energy_ev": 0.1, "e_above_lowest_kcal_mol": 84.3}